1.
The following is a quantum chemistry calculation of a cluster of 6 separate species, C25H70ClN5O5 in total at a distorted geometry, from the OMol25 dataset.

**Net charge**: +4
**Multiplicity**: 1
**Orbital gap**: 7.09 eV
**HOMO**: -13.17 eV
**Lowest unoccupied orbital energy**: -6.08 eV
**M**: 556.32 g/mol

Each line ends with the Mulliken charge.
Atoms and positions in Å:
H 10.9481 -0.1276 3.4818  0.3955
H 1.1028 -3.0732 -5.8140  0.3854
H -6.8231 0.9431 -2.5787  0.3955
H -4.8624 0.8512 -0.1583  0.4030
H -6.2975 2.7446 0.2429  0.2910
H 0.6677 -1.7031 -4.0420  0.2172
N 0.2573 -6.5210 1.7592  -0.0588
O 9.3345 1.0580 3.4621  -0.5164
C -0.9175 -0.9734 -9.0148  -0.8444
H 9.5050 1.6549 4.2090  0.3432
H 1.0827 -4.8279 2.7857  0.3603
O 0.0560 -1.6352 -4.7750  -0.4179
C 9.0561 -0.0416 -0.5577  -0.8859
H -5.2000 4.5902 7.3556  0.3843
C -0.5716 -2.4657 -7.0054  -0.3557
C -0.6381 -6.8974 2.8695  -0.2921
C -5.4126 7.0364 6.5171  -0.4234
N -4.0641 6.3404 6.9646  -0.1028
N 9.0196 0.6193 0.7868  -0.0904
H -3.6164 7.7057 8.3912  0.4210
H 8.9767 2.5228 -0.1337  0.3341
H 1.3378 -8.3249 1.8087  0.3476
H -3.3234 0.1836 -2.2814  0.2636
H 0.7491 -9.1520 4.6219  0.3417
H -2.7521 7.8554 6.2185  0.3750
C 0.0584 -2.7909 -5.6358  -0.6309
H 11.1690 1.3923 2.6151  0.4024
H 2.0507 -2.2664 -7.9158  0.3150
H 8.3585 0.4532 -1.2243  0.3596
H -5.6109 -0.3826 -2.2998  0.4382
C -0.5369 -5.7297 0.7779  -0.8071
H -3.4982 4.2756 7.2945  0.3564
H -1.3667 -7.6246 2.4828  0.3783
H -1.7535 -0.4199 -8.5105  0.3425
O 0.8701 -8.5099 3.8771  -0.4878
C 10.4489 0.6072 2.8076  -0.6416
C -2.8638 6.7969 6.1553  -0.8021
H 0.9188 -2.7370 -9.3234  0.4063
H 1.7003 -1.1390 -9.3328  0.3625
H -5.1571 3.4081 -2.3513  0.3386
H -3.0922 6.0954 8.8710  0.3712
C -5.0402 0.7986 -4.4185  -0.8228
H -3.4559 1.8559 -1.6103  0.3471
H 10.9013 -0.2711 0.9895  0.3575
H -6.1211 5.5755 5.1021  0.3313
H -1.3454 -1.9177 -9.3484  0.4263
H -1.4863 -6.2614 0.5716  0.3351
C 0.8803 -7.7210 1.0281  -0.7655
Cl -2.3814 -2.1523 -3.6847  -0.7950
N 0.0588 -1.4169 -7.9419  -0.0489
H -1.9650 6.3333 6.5325  0.3768
H 1.2434 -0.2540 -6.4733  0.3456
H -0.5665 -3.4106 -7.5387  0.3189
H -6.1378 6.6684 7.2597  0.3593
O -6.2266 2.3825 -0.6270  -0.4891
H -4.1536 1.1302 -4.9945  0.3561
H -5.3038 8.1164 6.6764  0.4155
C 1.3066 -1.9401 -8.6738  -0.8406
H -1.1522 -6.0092 3.2977  0.3212
C -3.9108 6.6622 8.4058  -0.8810
H -0.4472 -0.4137 -9.7977  0.3792
H 10.5204 2.1436 0.6137  0.3397
H 7.3881 -0.6698 1.3618  0.3627
H 0.6380 0.6780 -7.8892  0.3832
C 9.4278 2.0496 0.7476  -0.8014
H 9.1130 2.4887 1.6798  0.3652
C -5.1449 2.9211 -3.3122  -0.8362
C -4.3032 4.8528 6.8247  -0.9301
H 1.6096 -7.3434 0.2955  0.3678
H 0.1314 -5.6336 -0.1294  0.3618
H -4.8846 -0.2931 -4.2957  0.3474
C 0.3991 -0.1099 -7.1520  -0.9794
H -2.8184 1.6307 -3.3395  0.3526
H -6.0509 3.1282 -3.8544  0.3559
H 0.0364 -8.2847 0.6215  0.3769
H 10.0856 0.1464 -0.8255  0.4594
H -6.9945 7.1502 5.1877  0.4010
H -6.0151 1.1213 -4.8672  0.3665
H -6.4911 0.2821 -0.3219  0.3285
C 0.0806 -7.3954 4.0868  -0.8650
C -5.7602 1.0375 -0.7153  -0.5081
H 8.8149 -1.0944 -0.4749  0.3510
H -5.6412 7.1741 3.2700  0.3102
H -0.5024 -3.6423 -5.1488  0.3426
H 7.5613 0.7297 2.4413  0.3147
H 9.6173 -1.1665 1.7876  0.4172
N -4.8973 1.4577 -3.1097  -0.0688
C 1.4415 -5.7023 2.3457  -1.0353
H 2.0289 -5.4544 1.4575  0.4252
H -4.8204 6.4293 8.9986  0.3793
O -5.1890 7.0413 4.1060  -0.4924
H -4.3577 3.3460 -3.9533  0.3958
H -0.4434 0.0246 -6.4968  0.4565
H -4.4165 4.6969 5.7323  0.3885
C 9.9922 -0.1635 1.6058  -0.4115
H 2.0119 -6.3767 2.9993  0.4563
H -2.9795 6.4930 5.1262  0.3273
H -1.6263 -2.1577 -6.8016  0.3426
C 7.6437 0.4128 1.3904  -0.8488
H 0.7015 -6.6107 4.4875  0.3695
C -3.5386 1.3083 -2.5611  -0.7932
H -0.6123 -7.5705 4.8882  0.5084
H 6.8812 0.8322 0.7233  0.3937
C -6.0204 6.6468 5.1967  -0.5653
C -5.8212 0.7150 -2.1525  -0.5720
H -0.8021 -4.8151 1.2693  0.3609

Forces on the atoms, in the same order (eV/Å):
H 0.20 0.32 -0.63
H -0.02 -0.37 0.08
H 0.39 -0.31 0.70
H 0.82 0.06 -0.14
H 0.00 -0.11 1.00
H -0.01 -0.53 0.10
N 1.43 0.45 0.16
O -1.79 1.31 1.35
C -1.53 -1.26 1.90
H 0.30 -0.41 -0.31
H -0.62 1.24 0.97
O 0.41 0.02 -1.57
C 0.17 1.08 0.18
H -0.53 0.06 0.08
C -1.05 0.13 0.69
C -0.81 -0.44 0.99
C 0.35 -0.42 0.97
N -1.38 -0.60 -0.47
N -1.07 -1.44 0.67
H -0.33 0.25 0.68
H -0.16 -0.08 0.43
H 0.21 -0.03 -0.29
H -0.41 1.97 -1.05
H 0.29 0.78 -1.08
H -0.18 0.76 0.10
C 0.80 0.82 0.59
H 0.12 0.17 -0.42
H -0.54 0.10 -0.72
H 0.00 0.08 -0.10
H -0.07 1.16 0.01
C 0.68 -0.61 -0.85
H 0.09 0.35 -0.47
H 0.15 0.26 0.14
H 0.93 -0.30 -0.56
O 0.36 -1.93 0.58
C 1.19 -1.75 1.65
C -0.45 -0.86 0.23
H 0.53 -0.04 0.35
H -0.18 -0.39 0.67
H -0.02 0.12 0.12
H -0.10 0.04 -0.49
C 0.77 -0.45 -0.96
H -0.01 0.21 -0.67
H -0.36 -0.15 0.10
H -0.62 -0.33 0.37
H -0.07 0.20 -0.61
H 0.74 0.10 -0.18
C -0.69 0.24 1.01
Cl -1.03 0.15 0.43
N 1.41 1.71 0.51
H 0.11 -0.24 0.42
H -0.03 -0.30 -0.41
H -0.17 -0.01 -0.37
H 0.31 0.24 -0.06
O 0.22 -0.28 -0.74
H -0.82 -0.01 -0.14
H 0.22 -0.29 -0.31
C -0.75 0.24 0.45
H 0.06 -0.24 -1.00
C 0.56 0.14 0.54
H 0.34 0.24 -0.20
H -0.53 -0.27 0.14
H 0.67 0.53 0.05
H -0.47 -0.37 0.45
C 0.21 0.30 -1.11
H -0.03 0.32 0.02
C 0.36 0.45 -0.06
C 0.66 0.48 -0.94
H -0.54 -0.24 0.21
H -1.21 0.29 0.90
H -0.42 0.57 -0.12
C 0.54 -1.16 -0.55
H -0.29 -0.13 0.75
H -0.65 -0.36 0.09
H 0.35 0.12 -0.35
H 0.08 -0.39 -0.92
H 0.04 -0.23 -0.10
H 1.00 -0.60 0.30
H 0.26 0.78 0.14
C 0.10 0.11 0.85
C -2.09 0.10 0.72
H 0.15 -0.07 0.13
H -0.44 -0.04 0.16
H 0.32 0.92 -0.76
H 0.27 0.19 -0.87
H -0.32 0.18 0.25
N 0.00 -0.09 0.85
C 0.07 -2.16 -2.27
H 0.12 0.12 0.31
H 0.44 0.43 -0.69
O 0.60 0.31 0.51
H 0.04 -0.45 0.38
H -0.42 0.61 -0.07
H 0.26 -0.47 0.88
C 1.78 0.45 -0.51
H -0.21 0.51 -0.26
H -0.34 0.04 -0.20
H 0.77 -0.05 -0.33
C -1.07 -0.80 -0.35
H 0.24 0.61 0.13
C 1.58 -2.20 0.55
H -0.87 -0.09 0.15
H 0.37 0.51 0.26
C 0.69 0.52 -1.10
C -0.47 -0.81 -1.90
H 0.05 0.76 -0.15

=====

2.
The following is a quantum chemistry calculation of a cluster of 6 separate species, C25H70N6O8P3 in total at a distorted geometry, from the OMol25 dataset.

**Net charge**: -1
**Multiplicity**: 1
**Orbital gap**: 5.52 eV
**HOMO**: -3.74 eV
**Lowest unoccupied orbital energy**: 1.78 eV
**M**: 675.79 g/mol

Each line ends with the Mulliken charge.
Atoms and positions in Å:
C -0.8730 3.9101 -3.3261  0.7392
H 2.6690 8.4277 1.3366  0.3163
C -5.9238 -7.0232 2.0219  0.3334
H -3.5894 -2.1167 0.4863  0.2167
H -1.9338 2.8236 1.7644  0.3899
H -1.0603 6.1002 -3.4163  0.4814
C 3.6701 1.0201 -5.0589  -0.3916
H -3.8928 -6.1205 4.5550  -0.3264
C -5.8448 -7.9548 3.2293  -1.2254
N 3.2050 0.2090 -2.7480  -0.6753
O 3.3372 8.6589 2.0687  -0.4474
H -2.0451 1.0753 1.8934  0.2964
H -0.6102 4.8176 -6.3405  0.2248
H 6.2859 0.0569 -4.2779  0.2339
H -4.8266 -4.4922 3.5048  -0.0314
H -4.3176 -7.6923 0.9839  0.2439
O 2.5037 3.9754 1.6252  -0.3018
H 0.9137 2.9969 -2.9528  0.1623
C 5.2055 2.5270 2.0701  -0.3665
C -6.5504 -9.8630 0.7161  -0.6310
H -0.9017 1.5415 -1.5085  0.1877
H -2.5736 2.8684 -0.5192  0.3165
C -2.1064 3.6435 -4.1861  -1.4701
H 3.9693 -1.6600 -5.4772  0.3433
H -3.4084 1.0922 -1.8478  0.0430
C -0.3295 5.7601 -5.8646  -0.6592
H -5.3627 -7.4457 4.0710  0.1732
H -4.6148 -6.1330 0.7336  0.2947
H -0.8973 -5.5414 4.6407  0.3963
H -7.0778 -6.6716 0.2396  0.3633
H 8.0590 3.5412 1.7845  0.1870
C 8.1416 4.6545 1.3642  -0.8085
O -3.0761 -3.5104 3.0190  -0.1677
H 3.2661 -2.2830 -3.9799  0.3869
C -2.4753 1.9467 1.3932  -1.7034
H 4.4886 1.9030 4.2285  0.2660
P 3.4386 5.4371 1.7393  -0.0571
O 5.2278 7.1925 3.6756  -0.5218
H -1.1856 3.8174 -2.2786  0.2188
C 5.4794 2.1151 3.6437  -0.9499
H 3.2629 5.3936 3.1856  -0.0897
H 0.4252 5.5058 -2.6935  0.3264
H -2.6360 2.7548 -3.8257  0.1941
N -0.9925 1.5002 -0.4925  -0.5026
H 3.7226 0.7295 -6.1151  0.4353
H -4.3686 -3.1705 4.6319  0.3517
H 5.9259 0.3644 -6.0107  0.3019
P 5.3442 4.4197 1.9430  -0.0802
C -3.4340 -1.0447 0.6266  -0.4862
H 6.6704 6.1642 0.4966  0.3427
O -3.0741 -0.4841 -0.6261  -0.4456
H -6.2868 -6.0544 2.3868  0.2614
H -2.6142 -0.9232 1.3386  0.1674
C 6.0565 0.8203 -5.0250  -0.6687
H -4.3555 -0.6112 1.0261  0.2891
H -2.1527 -3.3309 4.8833  0.4399
H 0.2794 6.3187 -6.5789  0.2604
H 0.5426 3.0797 -4.5142  0.3371
H -2.6846 -5.8181 2.3478  0.2582
H 6.1671 6.8494 3.5789  0.3637
H 6.5673 4.4674 -0.3824  0.2414
C -3.3973 0.9029 -0.7667  -0.5315
H -6.6008 -10.6015 -0.0870  0.2550
H 2.9532 1.8493 -5.0031  0.0683
H 4.2506 2.0458 1.5985  0.2387
H 6.2680 1.2212 3.7136  0.2755
H -1.1076 -3.4851 3.4811  0.3100
C -2.9315 -5.9927 5.0592  -0.8119
C 6.6540 4.9917 0.6781  -0.5100
H 8.9996 4.7577 0.5693  0.3050
C -6.9090 -7.5050 0.9336  -0.8479
H -0.8757 0.5044 -0.2812  0.3080
H -4.9937 -2.8097 3.0120  0.2604
H 6.9094 1.5011 -5.0698  0.2601
H 3.5932 5.5354 0.2914  -0.0289
H -4.4147 1.1022 -0.4091  0.4668
H 4.8353 -1.4948 -3.9398  0.2688
H -3.5187 2.0428 1.7098  0.3651
H 8.2791 5.3540 2.3081  0.1971
C 3.8484 -1.4597 -4.4080  -1.5366
H 6.0477 3.0469 4.1255  0.2613
H -7.8890 -7.7557 1.3573  0.4525
H 2.1816 6.1753 1.6775  -0.0359
C 3.1341 -0.1298 -4.1773  0.3924
C 2.2919 3.6353 0.1792  0.3455
H -3.0902 -5.3723 5.9468  0.3690
H -5.6661 -10.0915 1.3158  0.2230
H -1.0789 -5.7697 2.3063  0.2908
H 2.6443 1.0459 -2.5824  0.2341
O 4.9187 1.5658 -4.6216  -0.3980
C -0.2872 5.3279 -3.5094  -0.8844
O 0.4625 5.5050 -4.7154  -0.3826
H -2.8044 4.4855 -4.1432  0.3786
H -2.6189 -6.9857 5.3999  0.3543
H -6.8439 -8.2607 3.5551  0.3659
N -4.5713 -6.8309 1.4773  -0.3912
H -5.2596 -8.8559 3.0287  0.2685
P 4.5206 7.3529 2.0641  0.1293
N -1.8556 -6.1137 2.8724  -0.6727
H -7.4569 -9.9491 1.3224  0.2902
H 4.1625 0.5196 -2.5570  0.3366
N 2.2653 3.4467 -1.1224  -0.6268
C -4.3753 -3.5008 3.5890  -0.5477
C -2.3700 1.8640 -0.1280  0.6768
N 0.1328 2.8722 -3.5983  -0.4898
H -1.8575 3.4588 -5.2342  0.2999
C -1.8658 -5.3850 4.1497  0.3080
C -2.0332 -3.8645 3.9327  -0.8128
H 2.0801 -0.2812 -4.4412  0.4055
O -6.4169 -8.5794 0.1265  -0.3848
H -1.2198 6.3518 -5.6322  0.2925
H 6.1280 2.0775 1.4596  0.2615

Forces on the atoms, in the same order (eV/Å):
C 0.19 0.03 -0.46
H 1.33 0.17 1.72
C 0.12 -0.44 -0.16
H 0.03 0.07 -0.05
H -0.02 -0.17 -0.12
H -0.12 -0.02 -0.18
C -0.17 0.26 0.31
H 0.22 0.13 -0.03
C -0.03 0.03 0.29
N 0.07 0.28 -0.31
O -0.28 -2.00 -0.62
H -0.04 0.04 -0.15
H -0.24 0.08 -0.08
H 0.08 -0.16 -0.18
H -0.09 -0.02 0.21
H 0.04 0.24 0.29
O -1.81 -2.99 -6.27
H -0.13 -0.05 0.16
C 1.30 -1.48 -0.54
C 0.31 -0.01 -0.26
H 0.19 0.14 0.09
H -0.03 -0.11 -0.10
C -0.27 -0.08 0.05
H 0.02 0.01 0.05
H 0.10 -0.13 0.12
C 0.44 -0.19 0.03
H -0.09 -0.12 -0.20
H 0.02 -0.03 0.15
H -0.03 0.15 -0.08
H 0.11 -0.17 0.01
H 0.56 2.35 -0.97
C -1.18 -0.63 0.19
O 0.14 0.05 0.60
H 0.07 0.18 -0.01
C -0.02 0.25 0.20
H 1.98 0.31 -1.08
P -1.42 2.39 0.28
O -0.33 0.12 -1.15
H 0.21 0.11 -0.03
C 0.92 0.46 -0.05
H 0.05 -0.76 -0.04
H -0.02 -0.12 -0.22
H 0.12 0.08 -0.04
N -0.42 -0.23 -0.23
H 0.15 -0.13 -0.03
H 0.05 -0.07 0.01
H -0.08 -0.07 0.02
P 2.15 -0.32 0.95
C 0.38 -0.22 -0.18
H -0.61 -2.52 0.48
O -0.51 0.49 0.09
H -0.03 -0.04 -0.17
H -0.20 -0.01 0.18
C -0.02 0.27 0.38
H 0.03 0.12 0.01
H -0.17 -0.04 0.04
H 0.04 0.01 0.11
H -0.23 -0.10 0.23
H 0.09 -0.44 0.25
H -1.88 0.63 -0.27
H 0.28 1.05 2.09
C 0.27 -0.01 -0.32
H -0.03 0.13 -0.02
H 0.19 -0.06 0.11
H 1.70 1.00 1.08
H -2.05 1.62 -0.12
H -0.20 -0.05 -0.05
C -0.03 -0.15 0.25
C 1.67 0.00 -1.20
H -1.54 -0.18 1.69
C 0.20 0.23 -0.27
H 0.05 0.35 0.04
H 0.12 0.04 -0.01
H -0.12 0.05 0.00
H -0.06 0.21 0.00
H -0.02 -0.07 0.19
H -0.10 0.11 -0.04
H 0.04 -0.03 0.00
H -0.11 -1.38 -2.08
C -0.08 -0.28 -0.07
H -1.47 -2.04 -0.89
H 0.05 -0.15 0.10
H -0.22 0.25 -0.26
C 0.43 0.10 0.23
C 0.85 -0.17 -5.69
H 0.00 -0.02 -0.05
H -0.15 -0.12 0.16
H 0.00 -0.13 0.18
H 0.00 -0.17 0.16
O -0.25 -0.35 -0.55
C 0.42 -0.15 0.34
O -0.58 0.21 0.16
H 0.03 -0.04 -0.02
H -0.02 0.13 -0.12
H 0.06 0.01 -0.04
N -0.39 0.04 -0.41
H -0.05 0.13 -0.07
P 2.02 1.47 -0.11
N 0.18 0.50 -0.10
H 0.05 0.07 0.05
H -0.30 -0.14 0.01
N 0.04 1.46 11.56
C 0.06 -0.07 -0.41
C 0.22 -0.52 0.16
N 0.18 0.21 -0.06
H 0.06 0.05 0.11
C -0.33 0.04 -0.30
C 0.26 -0.06 -0.30
H 0.07 0.18 0.01
O -0.45 0.24 0.43
H -0.04 -0.08 0.05
H -1.91 0.97 1.13